No. 1
ORCA calculation (wB97M-V/def2-TZVPD) on C31H52IrP2 as an isolated structure in a non-equilibrium geometry.

HOMO-LUMO gap (spin up / spin down)	5.8 / 2.6	eV
LUMO energy (spin up / spin down)	-6.00 / -10.34	eV
<S²>	8.801
total charge	+2
2S+1	6
highest occupied orbital energy (spin up / spin down)	-11.77 / -12.91	eV
calculated total energy	-1998.5508	Eh

Geometry as XYZ:
```
86
Properties=species:S:1:pos:R:3:lowdin_spin:R:1
Ir -1.87974 1.07995 -1.10124 0.877
C -0.63725 -1.84927 -1.52790 0.264
C -1.38059 -0.73720 -2.11237 0.298
C 0.90643 -0.20301 -1.79779 0.325
C 0.70009 -1.50467 -1.38107 0.146
C -0.36644 0.38020 -2.25315 0.180
C -1.24394 -3.16543 -1.24043 0.041
H -2.31351 -3.04727 -1.01029 0.004
H -0.76612 -3.62896 -0.35906 0.004
H -1.16442 -3.88216 -2.07985 0.016
C 1.77794 -2.42015 -0.84638 0.015
H 1.32701 -3.30197 -0.38931 0.000
H 2.36084 -1.87770 -0.09230 0.008
H 2.49384 -2.77091 -1.61036 0.004
C 2.22077 0.40087 -2.14136 0.050
H 2.54692 0.10314 -3.15494 0.020
H 2.98323 0.05151 -1.44131 0.005
H 2.17948 1.49303 -2.13095 0.004
C -0.34251 1.13159 -3.52793 0.071
H -0.41672 0.41180 -4.35324 0.013
H 0.59847 1.68845 -3.56685 0.003
H -1.17950 1.83032 -3.58418 0.017
C -2.46934 -1.02059 -3.08541 0.039
H -2.11176 -1.63279 -3.92082 0.014
H -2.88264 -0.08984 -3.48306 0.003
H -3.28573 -1.55345 -2.59185 0.008
C -2.40585 0.97222 0.90113 0.104
C -3.07653 -0.01340 0.04348 0.065
C -4.46237 0.17075 -0.50524 0.012
C -4.64142 1.21776 -1.64678 0.008
C -3.45998 2.10331 -1.82044 0.077
C -2.87118 2.89497 -0.78768 0.160
C -3.60159 3.15627 0.51656 0.022
C -3.26462 2.05949 1.52842 0.019
H -5.17749 0.39992 0.28486 0.002
H -5.54775 1.81615 -1.47582 0.001
H -4.67795 -0.80708 -0.97036 0.000
H -4.21731 1.63309 1.88098 0.004
H -1.65718 0.56746 1.59405 0.012
H -2.76996 -1.04354 0.25995 0.011
H -2.80060 2.52285 2.41085 0.000
H -3.34857 4.15133 0.92556 0.001
H -2.39359 3.80788 -1.17841 0.014
H -4.69090 3.27982 0.35033 0.004
H -4.81418 0.73302 -2.62435 0.001
H -3.35572 2.53921 -2.82455 0.020
P -0.02752 -1.46899 2.45576 0.040
C 0.94364 -2.98763 2.62688 0.009
H 0.85532 -3.32018 3.66541 0.000
H 1.99578 -2.80430 2.38100 0.005
H 0.53922 -3.74674 1.94163 0.001
C 0.04722 -0.59057 4.04320 0.001
H -0.01195 -1.32562 4.84762 0.000
H -0.80876 0.09393 4.11404 0.000
H 0.97133 -0.01182 4.12932 -0.001
C -1.71153 -2.16143 2.60992 0.014
H -2.46713 -1.36885 2.63096 0.001
H -1.78587 -2.74378 3.53091 0.002
H -1.92837 -2.81364 1.75760 0.000
P 1.05740 2.72959 0.76191 0.010
C 0.54546 3.57364 -0.77874 0.012
H 0.16223 4.56226 -0.49105 0.000
H -0.22135 3.01773 -1.35283 0.009
H 1.45062 3.70044 -1.38500 0.000
C -0.14464 3.48716 1.89654 0.002
H -1.11868 3.66556 1.42073 0.000
H 0.30619 4.43305 2.19916 0.000
H -0.26325 2.84386 2.77610 0.000
C 2.55082 3.69364 1.02863 0.008
H 2.19678 4.71617 1.18358 0.001
H 3.17296 3.62075 0.12657 0.000
H 3.09357 3.31366 1.89970 0.002
C 2.56807 0.34597 1.45932 0.457
C 3.65891 -0.49100 1.76769 0.076
C 4.68424 -0.78652 0.80222 0.341
C 5.68619 -1.69517 1.11637 0.257
C 5.74993 -2.29572 2.38033 0.143
C 4.79463 -1.96229 3.35261 0.230
C 3.79481 -1.05095 3.08709 0.342
H 1.99008 0.80237 2.27193 0.014
H 2.43494 0.71797 0.42917 0.020
H 4.69298 -0.24975 -0.15876 0.011
H 6.42432 -1.97065 0.35352 0.007
H 6.52720 -3.03310 2.60092 0.003
H 4.83230 -2.45516 4.33080 0.005
H 3.10633 -0.73449 3.86516 0.011
```

No. 2
ORCA calculation (wB97M-V/def2-TZVPD) on C31H52N2O3P2V as an isolated structure in a non-equilibrium geometry.

HOMO-LUMO gap (spin up / spin down)	6.2 / 6.6	eV
LUMO energy (spin up / spin down)	-3.94 / -3.54	eV
<S²>	2.032
total charge	+1
2S+1	3
highest occupied orbital energy (spin up / spin down)	-10.18 / -10.19	eV
calculated total energy	-3174.1451	Eh

Geometry as XYZ:
```
91
Properties=species:S:1:pos:R:3:lowdin_spin:R:1
V -1.76432 -0.37560 1.01950 1.955
C -0.29393 -0.58918 2.58221 -0.006
C -1.37464 0.30791 2.92174 0.010
C -2.22402 -1.83894 2.62457 -0.019
C -0.80773 -1.91649 2.48898 -0.024
C -2.57352 -0.49076 2.97795 -0.006
C 1.13226 -0.21982 2.48565 0.005
H 1.24707 0.86061 2.62352 0.000
H 1.51062 -0.53008 1.49940 0.000
H 1.69465 -0.75081 3.26509 0.000
C 0.03802 -3.13542 2.35665 -0.003
H 0.68653 -3.01392 1.47187 -0.001
H -0.54758 -4.06513 2.28901 0.000
H 0.72382 -3.24172 3.21600 -0.001
C -3.16896 -2.97577 2.46256 -0.001
H -4.08231 -2.83263 3.05348 0.000
H -2.68895 -3.92040 2.75189 0.000
H -3.47008 -3.05987 1.40379 -0.001
C -3.93059 -0.07773 3.41596 0.004
H -4.34488 -0.86492 4.06382 0.000
H -4.60696 0.07383 2.56582 0.000
H -3.88107 0.86357 3.96777 0.000
C -1.21062 1.75740 3.18212 0.014
H -2.14782 2.23993 3.46958 0.000
H -0.81493 2.27508 2.29626 0.003
H -0.47909 1.90880 3.97968 0.002
C 4.91716 1.55311 -1.45449 0.000
C 5.41830 2.24519 -0.42506 0.000
C 4.97316 3.56687 0.15205 0.000
C 3.71947 4.19333 -0.51593 0.000
C 2.56741 3.32937 -0.16771 0.000
C 2.09580 2.23981 -0.81435 0.000
C 2.49619 1.64134 -2.13785 0.000
C 3.94430 1.96043 -2.53355 0.000
H 5.81199 4.27399 0.09135 0.000
H 3.86872 4.31837 -1.58632 0.000
H 4.76241 3.47680 1.23214 0.000
H 4.04257 3.01032 -2.82234 0.000
H 5.28965 0.52040 -1.55769 0.000
H 6.21749 1.79161 0.18215 0.000
H 4.18235 1.37079 -3.42895 0.000
H 2.38892 0.54553 -2.03024 0.000
H 1.63901 1.48851 -0.13574 0.000
H 1.81251 1.98104 -2.93733 0.000
H 3.61322 5.21484 -0.12720 0.000
H 2.24239 3.43183 0.86951 0.000
P -0.47427 2.37840 -0.79112 0.002
C -0.38705 3.58128 -2.26722 0.002
C -0.58548 3.76097 0.43464 -0.001
P -3.20956 1.09076 0.18742 0.031
C -2.10854 1.64422 -1.21700 0.014
C -3.80871 2.60022 1.07118 0.006
C -4.79704 0.73518 -0.65651 0.000
H -0.45441 3.00503 -3.19704 0.000
H 0.52183 4.20131 -2.33901 0.000
H -1.26295 4.24981 -2.24925 0.000
H -0.65896 4.71397 -0.10299 0.000
H 0.30814 3.80153 1.06732 0.000
H -1.48230 3.61174 1.03136 0.000
H -4.73719 0.74862 -1.75231 0.000
H -5.56523 1.44826 -0.32944 0.000
H -5.08976 -0.26660 -0.33339 0.000
H -1.81835 0.69908 -1.72465 0.002
H -2.62539 2.27380 -1.95016 0.002
H -4.65653 2.24260 1.68063 0.000
H -4.16781 3.37073 0.36731 0.000
H -3.05593 3.03471 1.73149 0.000
C -0.16700 -5.28385 -0.43829 0.000
C 0.96573 -4.45767 -1.03130 0.000
C 0.60414 -3.18070 -1.86181 0.000
C 1.81271 -2.80645 -2.76258 0.000
C 3.14546 -2.79002 -2.05633 0.000
C -0.59769 -3.42875 -2.78917 0.000
O -0.51447 -3.80648 -3.94829 0.000
N -1.84371 -3.25353 -2.17347 0.001
C -2.11478 -2.35597 -1.14447 0.002
O -3.28017 -2.09725 -0.80185 -0.002
N -1.03376 -1.74025 -0.57651 0.001
C 0.26395 -1.98825 -0.93777 0.003
O 1.14432 -1.20338 -0.53009 0.007
H -0.72034 -4.73201 0.33418 0.000
H 0.26644 -6.17447 0.04510 0.000
H -0.86259 -5.64672 -1.20972 0.000
H 1.66825 -4.14306 -0.24091 0.000
H 1.54671 -5.12126 -1.69383 0.000
H 1.84737 -3.50602 -3.60701 0.000
H 1.58662 -1.82381 -3.19665 0.000
H 3.48772 -3.79933 -1.80865 0.000
H 3.89145 -2.33026 -2.70562 0.000
H 3.05433 -2.19981 -1.14180 0.000
H -2.65922 -3.59774 -2.67172 0.000
```

Q: Which of these has the lowest <S²>?
A: C31H52N2O3P2V